# 1
The following is a quantum chemistry calculation of a structure of composition C19H23N7O4RhS2, from OMol25.

```
56
C19H23N7O4RhS2 (ωB97M-V/def2-TZVPD)
Rh 0.31 0.25 -0.31
N 0.02 4.34 -0.03
C 1.21 4.47 -0.69
C 1.79 3.24 -0.66
N 0.98 2.38 0.02
C -0.09 3.07 0.38
C -1.16 2.41 1.09
N -1.05 1.13 1.40
C -2.19 0.78 2.05
C -3.01 1.86 2.15
N -2.34 2.89 1.54
H -0.67 5.08 0.07
H 1.54 5.40 -1.13
H 2.73 2.92 -1.07
H -2.36 -0.22 2.42
H -3.98 1.99 2.60
H -2.70 3.82 1.42
C -0.37 -2.40 -7.15
C -0.81 -1.73 -5.88
C -2.13 -1.84 -5.45
C -2.56 -1.21 -4.29
C -1.65 -0.48 -3.55
C -0.34 -0.33 -3.98
C 0.08 -0.96 -5.13
S -2.12 0.28 -2.03
O -1.24 1.43 -1.78
O -3.53 0.50 -2.01
N -1.66 -0.70 -0.81
C -1.93 -2.02 -0.61
C -0.34 -2.85 -0.61
O -0.49 -3.99 -0.95
O 0.55 -2.08 -0.23
H -0.92 -3.32 -7.32
H 0.70 -2.63 -7.12
H -0.54 -1.74 -8.00
H -2.84 -2.42 -6.03
H -3.59 -1.29 -3.95
H 0.32 0.33 -3.43
H 1.11 -0.86 -5.46
H -2.59 -2.51 -1.32
H -2.15 -2.27 0.43
S 2.44 -0.06 -1.79
C 3.84 -0.05 -0.83
N 5.03 -0.08 -1.44
C 6.31 -0.04 -0.74
C 6.13 0.64 0.60
C 4.99 -0.05 1.34
N 3.80 -0.01 0.50
H 5.01 -0.16 -2.44
H 7.03 0.50 -1.37
H 6.69 -1.06 -0.60
H 5.86 1.69 0.44
H 7.05 0.61 1.18
H 4.78 0.44 2.28
H 5.26 -1.09 1.55
H 2.89 -0.02 0.92
```

spin multiplicity	5
HOMO-LUMO gap (alpha / beta)	8.49 / 6.93	eV
HOMO level (alpha / beta)	-10.7 / -11.4	eV
expectation value of S²	6.01
net charge	+1

=====

# 2
The following is a quantum chemistry calculation of a structure of composition C40H34AsF6N7O2Ta, from OMol25.

```
91
C40H34AsF6N7O2Ta (ωB97M-V/def2-TZVPD)
Ta 0.33 0.11 0.03
C -1.50 0.19 -5.50
C -0.23 0.10 -4.92
C -0.03 0.46 -3.61
C -1.09 0.97 -2.84
C -2.37 1.05 -3.43
C -2.57 0.66 -4.74
N -0.89 1.32 -1.52
C -1.62 2.35 -0.98
C -2.13 3.42 -1.73
C -2.81 4.45 -1.10
C -3.00 4.44 0.29
C -2.50 3.41 1.05
C -1.82 2.38 0.42
N -1.30 1.27 1.11
N -1.70 1.03 2.26
C -1.05 -0.08 2.82
C -1.44 -0.52 4.05
C -0.78 -1.61 4.61
C 0.27 -2.18 3.91
C 0.63 -1.66 2.67
N -0.03 -0.64 2.12
H -1.65 -0.10 -6.53
H 0.61 -0.24 -5.52
H 0.97 0.42 -3.20
H -3.22 1.37 -2.84
H -3.56 0.70 -5.17
H -1.93 3.48 -2.78
H -3.18 5.28 -1.68
H -3.52 5.26 0.76
H -2.62 3.38 2.13
H -2.26 -0.02 4.55
H -1.07 -2.00 5.58
H 0.84 -3.01 4.31
H 1.48 -2.05 2.14
C 4.75 -0.21 -1.09
C 4.60 0.37 0.29
C 5.72 0.96 0.84
C 5.68 1.56 2.08
C 4.49 1.59 2.77
C 3.33 1.00 2.27
C 2.11 1.14 3.15
C 3.40 0.35 1.03
N 2.28 -0.40 0.43
C 2.74 -1.68 0.03
O 3.58 -2.33 0.58
C 1.98 -2.19 -1.14
C 2.36 -3.21 -1.99
C 1.42 -3.63 -2.93
C 0.12 -3.13 -2.90
C -0.17 -2.14 -1.99
N 0.79 -1.61 -1.22
C -1.53 -1.78 -1.48
O -2.54 -2.20 -1.99
N -1.43 -1.11 -0.27
C -2.45 -1.51 0.68
C -3.63 -0.80 0.90
C -4.10 0.29 -0.01
C -4.45 -1.19 1.96
C -4.15 -2.30 2.73
C -3.04 -3.07 2.42
C -2.19 -2.70 1.38
C -1.09 -3.64 0.96
H 5.44 0.40 -1.67
H 5.17 -1.22 -1.06
H 3.82 -0.24 -1.65
H 6.64 0.97 0.27
H 6.57 2.02 2.50
H 4.44 2.09 3.73
H 2.30 1.92 3.89
H 1.23 1.46 2.60
H 1.88 0.23 3.71
H 3.33 -3.67 -1.90
H 1.68 -4.42 -3.64
H -0.67 -3.54 -3.52
H -3.39 0.44 -0.82
H -5.04 -0.01 -0.47
H -4.27 1.23 0.51
H -5.36 -0.64 2.15
H -4.80 -2.59 3.54
H -2.84 -3.98 2.97
H -0.89 -4.38 1.74
H -1.39 -4.19 0.07
H -0.15 -3.13 0.73
F 0.95 1.95 0.32
As 2.22 3.23 -1.30
F 3.49 2.86 -0.25
F 2.15 1.56 -1.78
F 3.17 3.92 -2.49
F 0.76 3.44 -2.16
F 1.72 4.47 -0.26
```

spin multiplicity	2
HOMO-LUMO gap (alpha / beta)	5.65 / 4.98	eV
HOMO level (alpha / beta)	-13.4 / -13.4	eV
expectation value of S²	0.80
net charge	+2

=====

# 3
The following is a quantum chemistry calculation of an isolated molecule of C3H3N5O, from OMol25.

```
12
C3H3N5O (ωB97M-V/def2-TZVPD)
C -1.84 0.44 0.15
N -1.89 -0.83 0.20
O -0.77 -1.47 -0.44
C 0.37 -0.81 -0.19
C 1.69 -1.15 0.06
N 2.42 -0.01 0.10
N 1.62 1.02 -0.06
N 0.40 0.54 -0.32
N -0.77 1.25 -0.35
H -2.71 0.94 0.59
H 2.12 -2.15 0.20
H -0.64 2.22 0.06
```

spin multiplicity	1
HOMO-LUMO gap	10.01	eV
HOMO level	-9.5	eV
SMILES	C1=NOc2cnnn2N1

=====

# 4
The following is a quantum chemistry calculation of a cluster of 2 separate species, C2H2O2 in total, from OMol25.

```
6
C2H2O2 (ωB97M-V/def2-TZVPD)
C -1.70 0.01 -0.36
C -0.95 -0.51 0.57
O -2.65 0.05 -1.02
O 1.82 0.16 0.58
H 0.97 -0.29 0.28
H 2.50 0.58 -0.04
```

spin multiplicity	1
HOMO-LUMO gap (alpha / beta)	7.77 / 7.73	eV
HOMO level (alpha / beta)	-10.9 / -10.8	eV

=====

Energy relative to the best compared isomer or geometry (same formula, charge and spin), respectively: 0.420, 2.023, 2.981, 4.720 eV.